Density functional theory data (wB97M-V/def2-TZVPD) for 13 unconnected molecules or ions with the total composition C59H78IN14.

Geometry as XYZ:
```
152
Properties=species:S:1:pos:R:3
C -0.572 1.595 0.318
C -0.504 1.363 -1.223
C -0.643 2.724 -1.971
N -1.760 2.808 -2.931
C -3.012 3.066 -2.354
C -3.621 2.393 -1.337
C -4.871 2.737 -0.881
C -5.543 3.793 -1.489
C -6.936 4.174 -1.035
I -8.166 4.883 -2.678
C -7.700 3.024 -0.360
C -7.816 1.723 -1.204
C -4.914 4.451 -2.496
N -3.699 4.081 -2.897
H 0.393 1.352 0.766
H -1.316 0.927 0.765
H -0.865 2.612 0.584
H 0.422 0.858 -1.498
H -1.310 0.687 -1.521
H 0.266 2.820 -2.575
H -0.631 3.576 -1.293
H -1.778 2.021 -3.569
H -3.130 1.553 -0.864
H -5.345 2.192 -0.075
H -6.893 5.002 -0.323
H -7.322 2.786 0.640
H -8.721 3.386 -0.211
H -7.576 1.950 -2.246
H -8.803 1.272 -1.133
H -7.055 1.012 -0.870
H -5.436 5.261 -2.991
H -3.265 4.587 -3.665
N -8.195 6.441 3.025
C -7.227 7.400 3.165
C -6.007 6.792 3.036
C -6.247 5.411 2.804
C -7.606 5.229 2.800
H -9.185 6.604 3.078
H -7.489 8.428 3.346
H -5.050 7.283 3.100
H -5.507 4.640 2.657
H -8.203 4.343 2.659
N -5.037 -1.277 2.005
C -3.690 -1.204 1.782
C -3.493 -1.105 0.429
C -4.775 -1.116 -0.186
C -5.707 -1.220 0.814
H -5.468 -1.362 2.908
H -2.990 -1.231 2.600
H -2.536 -1.037 -0.064
H -4.988 -1.056 -1.241
H -6.783 -1.261 0.780
N 3.088 0.058 3.970
C 4.422 0.150 3.677
C 4.548 0.301 2.322
C 3.237 0.305 1.777
C 2.361 0.156 2.818
H 2.703 -0.062 4.889
H 5.164 0.098 4.454
H 5.475 0.399 1.782
H 2.967 0.406 0.737
H 1.285 0.110 2.834
N -6.519 9.942 0.870
C -6.399 11.267 1.194
C -5.091 11.627 1.017
C -4.393 10.475 0.563
C -5.301 9.454 0.481
H -7.368 9.410 0.912
H -7.252 11.836 1.523
H -4.678 12.606 1.192
H -3.344 10.407 0.324
H -5.188 8.426 0.181
N -11.862 2.102 -2.206
C -12.566 2.234 -3.373
C -13.364 1.131 -3.508
C -13.138 0.302 -2.377
C -12.209 0.928 -1.591
H -11.194 2.763 -1.854
H -12.437 3.098 -4.003
H -14.038 0.939 -4.327
H -13.606 -0.645 -2.165
H -11.767 0.641 -0.652
N 7.211 1.119 6.427
C 8.109 1.394 7.424
C 9.235 1.912 6.845
C 9.006 1.957 5.443
C 7.749 1.463 5.216
H 6.299 0.726 6.565
H 7.869 1.196 8.455
H 10.123 2.225 7.367
H 9.688 2.313 4.687
H 7.196 1.328 4.302
N 11.876 -0.076 4.503
C 12.845 0.874 4.670
C 14.062 0.275 4.476
C 13.816 -1.092 4.176
C 12.459 -1.276 4.198
H 10.888 0.084 4.592
H 12.587 1.891 4.912
H 15.021 0.761 4.541
H 14.551 -1.851 3.967
H 11.859 -2.153 4.025
N 3.009 -2.834 -0.538
C 2.816 -4.065 -1.103
C 2.520 -4.947 -0.099
C 2.530 -4.216 1.122
C 2.831 -2.915 0.817
H 3.243 -1.999 -1.040
H 2.907 -4.204 -2.166
H 2.316 -5.998 -0.224
H 2.335 -4.602 2.109
H 2.934 -2.042 1.438
N 3.353 -0.040 -3.772
C 2.865 -1.110 -4.475
C 1.714 -0.713 -5.101
C 1.502 0.653 -4.769
C 2.531 1.038 -3.950
H 4.188 -0.046 -3.215
H 3.378 -2.057 -4.468
H 1.094 -1.331 -5.729
H 0.688 1.281 -5.096
H 2.751 1.982 -3.480
N 5.707 -7.638 -2.787
C 4.809 -6.615 -2.681
C 4.263 -6.407 -3.921
C 4.852 -7.349 -4.809
C 5.735 -8.095 -4.078
H 6.260 -8.001 -2.033
H 4.637 -6.122 -1.738
H 3.524 -5.661 -4.166
H 4.649 -7.464 -5.861
H 6.381 -8.908 -4.364
N 0.629 -5.749 -3.845
C -0.533 -6.370 -3.481
C -1.470 -5.402 -3.234
C -0.849 -4.146 -3.462
C 0.444 -4.393 -3.840
H 1.486 -6.219 -4.078
H -0.593 -7.444 -3.429
H -2.488 -5.576 -2.925
H -1.299 -3.172 -3.361
H 1.245 -3.722 -4.103
N 8.213 -9.916 -0.484
C 8.013 -11.144 -1.058
C 7.711 -12.029 -0.060
C 7.723 -11.308 1.165
C 8.034 -10.008 0.872
H 8.456 -9.078 -0.978
H 8.105 -11.280 -2.122
H 7.503 -13.078 -0.191
H 7.527 -11.700 2.149
H 8.143 -9.145 1.505
```

LUMO   -0.139 Ha
Relative energy (zero: lowest compared OMol25 entry of this formula, charge and spin)   12.0 kcal per mole
HOMO   -9.013 eV
Net charge   +1

Density functional theory data (wB97M-V/def2-TZVPD) for a molecular structure, C5BrCrF15O15S5.

Geometry as XYZ:
```
42
Properties=species:S:1:pos:R:3
Cr 0.572 0.869 0.631
Br 1.491 2.955 1.858
C -3.215 3.532 1.000
F -3.380 3.822 -0.294
F -2.181 4.080 1.548
F -4.198 4.014 1.671
S -2.975 1.674 1.242
O -3.442 1.448 2.619
O -3.870 1.014 0.250
O -1.537 1.283 1.043
C -0.954 -3.305 -1.324
F -1.965 -4.042 -1.641
F -0.399 -3.756 -0.232
F -0.100 -3.193 -2.316
S -1.508 -1.494 -0.785
O -0.285 -0.719 -0.530
O -2.308 -0.960 -1.897
O -2.297 -1.601 0.443
C 0.127 -2.994 3.272
F 0.037 -3.556 4.479
F 1.148 -3.526 2.616
F -1.105 -3.124 2.692
S 0.453 -1.035 3.586
O 1.606 -0.953 4.552
O 0.645 -0.415 2.240
O -0.801 -0.506 4.228
C 0.316 1.820 -3.998
F -0.580 2.141 -4.961
F 0.075 0.523 -3.859
F 1.543 2.027 -4.390
S -0.081 2.817 -2.323
O -1.533 2.841 -2.360
O 0.407 2.075 -1.165
O 0.604 4.139 -2.476
C 3.676 -1.891 -0.575
F 3.540 -2.332 0.712
F 4.855 -2.341 -1.008
F 2.669 -2.421 -1.313
S 3.736 -0.020 -0.790
O 2.424 0.322 -0.258
O 4.901 0.512 0.019
O 3.891 0.274 -2.206
```

LUMO (spin up / spin down)   0.304 / 0.304 Ha
Relative energy (zero: lowest compared OMol25 entry of this formula, charge and spin)   0.0 kcal per mole
Spin multiplicity   5
HOMO (spin up / spin down)   3.558 / 2.072 eV
Expectation value of S²   6.007
Net charge   -4

Density functional theory data (wB97M-V/def2-TZVPD) for C5H10 in the gas phase.

Geometry as XYZ:
```
15
Properties=species:S:1:pos:R:3
C 0.028 0.949 0.030
C 1.525 1.127 -0.818
C -1.424 -0.626 1.318
C -0.272 -0.463 0.042
C -0.048 -1.498 -0.756
H 0.223 1.364 1.021
H -0.714 1.533 -0.517
H 1.737 2.199 -0.811
H 2.326 0.598 -0.298
H 1.447 0.789 -1.852
H -0.851 -0.885 2.211
H -2.106 -1.436 1.053
H -2.032 0.260 1.511
H 0.617 -1.435 -1.610
H -0.456 -2.476 -0.524
```

LUMO   0.041 Ha
Relative energy (zero: lowest compared OMol25 entry of this formula, charge and spin)   41.9 kcal per mole
HOMO   -9.465 eV
Net charge   0

Density functional theory data (wB97M-V/def2-TZVPD) for 2 unconnected molecules or ions with the total composition C5H10.

Geometry as XYZ:
```
15
Properties=species:S:1:pos:R:3
C 4.200 0.525 0.260
C 3.251 0.057 -0.538
H 4.767 -0.028 0.993
H 4.484 1.559 0.103
H 2.791 -0.910 -0.393
H 2.942 0.740 -1.323
C -1.589 0.598 0.432
C -2.717 -0.380 0.454
C -3.271 -0.938 -0.610
H -0.694 0.030 0.711
H -1.387 1.080 -0.520
H -1.744 1.339 1.217
H -3.021 -0.733 1.439
H -4.106 -1.624 -0.589
H -2.873 -0.765 -1.607
```

LUMO   0.041 Ha
Relative energy (zero: lowest compared OMol25 entry of this formula, charge and spin)   46.6 kcal per mole
HOMO   -9.545 eV
Net charge   0

Density functional theory data (wB97M-V/def2-TZVPD) for a molecular structure, C5H10.

Geometry as XYZ:
```
15
Properties=species:S:1:pos:R:3
C -1.641 -0.598 -0.839
C -0.298 -0.828 -0.060
C 0.002 0.341 1.074
C 1.351 0.955 0.620
C 1.125 -0.168 -0.437
H -2.190 -1.499 -1.188
H -2.351 -0.089 -0.161
H -1.528 0.036 -1.728
H -0.421 -1.760 0.513
H -0.813 1.035 0.974
H 0.131 -0.191 2.006
H 2.241 0.861 1.284
H 1.371 2.009 0.260
H 1.904 -0.900 -0.322
H 0.962 0.310 -1.388
```

LUMO   0.046 Ha
Relative energy (zero: lowest compared OMol25 entry of this formula, charge and spin)   62.2 kcal per mole
HOMO   -8.286 eV
Net charge   0

Density functional theory data (wB97M-V/def2-TZVPD) for 2 unconnected molecules or ions with the total composition C5H10.

Geometry as XYZ:
```
15
Properties=species:S:1:pos:R:3
C 2.357 -0.534 3.357
C 1.245 -0.471 2.617
H 2.511 0.118 4.212
H 3.330 -0.904 3.036
H 0.613 0.401 2.722
H 1.032 -1.268 1.916
C -2.249 -0.125 -2.157
C -0.733 -0.023 -2.053
C -0.151 1.117 -1.659
H -2.775 0.767 -2.499
H -2.530 -0.939 -2.827
H -2.672 -0.355 -1.171
H -0.172 -0.753 -2.630
H 0.925 1.133 -1.771
H -0.731 1.836 -1.094
```

LUMO   0.042 Ha
Relative energy (zero: lowest compared OMol25 entry of this formula, charge and spin)   60.7 kcal per mole
HOMO   -9.593 eV
Net charge   0

Density functional theory data (wB97M-V/def2-TZVPD) for a molecular structure, C5H10BF4N2O7P2Re.

Geometry as XYZ:
```
32
Properties=species:S:1:pos:R:3
Re -0.485 -0.658 0.619
O -1.715 1.558 1.927
P -0.877 1.964 0.653
O -0.731 3.353 0.300
O -1.354 0.900 -0.374
O 0.612 1.187 0.964
P 0.991 0.602 2.487
O 2.553 0.650 2.489
O 0.324 1.383 3.522
O 0.591 -0.870 2.237
H -1.389 1.905 2.776
H 2.911 1.286 3.108
F -3.408 -0.667 0.636
B -3.559 -0.982 1.902
F -1.356 -2.371 0.884
F -4.691 -1.396 2.354
F -2.502 -0.880 2.665
C -1.350 -1.255 -4.722
C -0.796 -1.648 -3.420
C -0.086 -2.788 -3.031
C 0.189 -2.644 -1.678
N -0.320 -1.455 -1.257
N -0.902 -0.874 -2.329
C 0.863 -3.573 -0.755
H -1.204 -2.039 -5.458
H -0.870 -0.342 -5.073
H -2.414 -1.038 -4.641
H 0.185 -3.612 -3.659
H -1.397 0.007 -2.213
H 1.404 -4.334 -1.309
H 0.117 -4.063 -0.129
H 1.540 -3.043 -0.089
```

LUMO (spin up / spin down)   -0.189 / -0.214 Ha
Spin multiplicity   4
HOMO (spin up / spin down)   -13.478 / -13.982 eV
Expectation value of S²   3.764
Net charge   +1

Density functional theory data (wB97M-V/def2-TZVPD) for C5H10BNO3 in the gas phase.

Geometry as XYZ:
```
20
Properties=species:S:1:pos:R:3
B 2.248 0.566 0.341
C -0.204 1.319 0.594
C 0.738 0.353 0.596
C -0.038 -1.051 0.578
C 0.133 -1.941 -0.681
C -2.528 1.319 -0.160
N -1.513 0.796 0.784
O -1.371 -0.585 0.699
O 2.715 1.820 0.062
O 3.089 -0.454 0.471
H -0.095 2.375 0.576
H 0.193 -1.525 1.524
H 0.137 -1.295 -1.624
H -0.773 -2.498 -0.746
H 1.188 -2.360 -0.753
H -3.455 1.832 0.319
H -2.095 2.075 -0.803
H -2.731 0.549 -0.780
H 3.704 1.952 0.219
H 3.949 -0.241 0.289
```

LUMO   0.010 Ha
Relative energy (zero: lowest compared OMol25 entry of this formula, charge and spin)   53.8 kcal per mole
HOMO   -7.690 eV
Net charge   0